## i
The ion C11H16NO3 with charge +1. Source: OMol25; level of theory: ωB97M-V with the def2-TZVPD basis set.

Last column: Löwdin charge in e.
CARTESIAN COORDINATES (ANGSTROEM)
1 C -0.035 2.381 -0.659  0.039
2 C 0.304 1.042 -0.722  -0.209
3 N 1.346 0.404 -0.195  0.111
4 C 2.239 0.873 0.735  -0.027
5 C 3.475 0.300 0.902  0.023
6 C 3.569 -1.129 0.647  -0.025
7 C 2.598 -1.748 -0.013  -0.025
8 C 1.482 -1.149 -0.564  -0.222
9 O 0.312 -1.865 -0.299  0.029
10 C -0.826 -1.097 -0.425  -0.282
11 C -1.454 -0.896 1.017  -0.237
12 O -0.555 -0.269 1.901  -0.075
13 C -2.690 0.179 0.901  -0.136
14 O -3.364 -0.089 -0.315  -0.056
15 C -0.632 0.059 -1.306  -0.068
16 H 0.411 2.902 0.189  0.113
17 H -1.149 2.255 -0.503  0.126
18 H 0.084 3.028 -1.498  0.123
19 H 2.080 1.809 1.122  0.101
20 H 4.252 0.812 1.460  0.122
21 H 4.348 -1.889 0.947  0.148
22 H 2.491 -2.790 -0.229  0.143
23 H 1.466 -0.964 -1.582  0.143
24 H -1.663 -1.688 -0.934  0.184
25 H -1.698 -1.773 1.598  0.148
26 H -0.796 -0.538 2.900  0.193
27 H -2.155 1.132 0.754  0.103
28 H -3.381 0.241 1.689  0.110
29 H -3.534 -0.997 -0.176  0.068
30 H -0.377 -0.441 -2.306  0.193
31 H -1.509 0.627 -1.632  0.141

Molecular weight (g/mol): 210.25
HOMO level (spin up / spin down) (eV): -12.56 / -12.55
LUMO energy (spin up / spin down) (eV): -4.6 / -4.6
Charge: +1
SMILES string: CC1=[N+]2C=CC=C[C@H]2O[C@@H]([C@@H](O)CO)C1

---

## ii
A cluster of 2 separate species, C11H16NO3 in total. Source: OMol25; level of theory: ωB97M-V with the def2-TZVPD basis set.

Last column: Löwdin charge in e.
CARTESIAN COORDINATES (ANGSTROEM)
1 C -4.287 0.643 0.271  -0.007
2 C -3.818 -0.037 -0.965  -0.005
3 C -3.370 0.803 1.267  -0.070
4 C -2.595 -0.635 -0.862  -0.209
5 C -2.138 0.232 1.175  -0.094
6 C 0.996 -0.211 -1.156  -0.059
7 C 0.810 1.143 -0.568  -0.315
8 C 1.520 0.870 0.819  -0.141
9 C 0.886 -1.151 -0.012  -0.180
10 C 0.793 -2.649 -0.020  0.060
11 C 3.088 0.914 0.842  -0.161
12 N -1.745 -0.505 0.094  0.050
13 O 1.146 -0.507 1.082  0.097
14 O -0.405 1.799 -0.596  0.002
15 O 3.703 0.075 -0.121  -0.069
16 H -5.193 1.172 0.196  0.096
17 H -4.677 -0.289 -1.579  0.107
18 H -3.661 1.408 2.080  0.104
19 H -2.210 -1.335 -1.639  0.123
20 H -1.318 0.421 1.826  0.102
21 H 0.263 -0.448 -1.957  0.156
22 H 2.020 -0.305 -1.576  0.158
23 H 1.465 1.916 -1.225  0.208
24 H 1.238 1.556 1.557  0.148
25 H 1.583 -3.051 -0.551  0.076
26 H -0.236 -2.979 -0.194  0.107
27 H 0.973 -3.050 1.054  0.143
28 H 3.288 0.469 1.849  0.151
29 H 3.258 1.979 0.691  0.136
30 H -0.540 2.339 -1.393  0.132
31 H 4.690 -0.025 0.079  0.155

Molecular weight (g/mol): 210.25
HOMO level (eV): -12.61
LUMO energy (eV): -3.9
Charge: +1

---

In kJ/mol, relative to the most stable structure: i 158.5; ii 0.0.

---

## i
A cluster of 3 separate species, C3H12NO3 in total. Source: OMol25; level of theory: ωB97M-V with the def2-TZVPD basis set.

Last column: Löwdin charge in e.
CARTESIAN COORDINATES (ANGSTROEM)
1 O -0.949 2.292 -0.968  0.128
2 C -0.750 1.249 -0.426  -0.239
3 C -0.277 1.172 1.018  -0.065
4 N 0.239 -0.220 1.267  0.012
5 C 1.147 -0.199 2.460  0.010
6 H -0.931 0.278 -0.886  0.091
7 H 0.498 1.907 1.181  0.144
8 H -1.122 1.396 1.655  0.148
9 H -0.558 -0.789 1.554  0.183
10 H 0.656 -0.578 0.400  0.113
11 H 1.307 -1.209 2.838  0.108
12 H 0.628 0.342 3.251  0.108
13 H 2.095 0.264 2.231  0.108
14 H -1.537 -0.209 -3.994  0.077
15 H -1.756 -1.500 -3.126  0.072
16 O -1.303 -0.646 -3.165  -0.042
17 H 1.608 -1.243 -1.926  0.083
18 H 0.164 -1.100 -2.031  0.017
19 O 0.842 -1.208 -1.335  -0.059

Molecular weight (g/mol): 110.13
HOMO level (eV): -14.03
LUMO energy (eV): -3.2
Charge: +1

---

## ii
A cluster of 4 separate species, C3H12NO3 in total. Source: OMol25; level of theory: ωB97M-V with the def2-TZVPD basis set.

Last column: Löwdin charge in e.
CARTESIAN COORDINATES (ANGSTROEM)
1 C 1.017 1.339 -1.587  -0.078
2 C -0.251 1.060 -1.917  0.095
3 C 2.008 1.736 0.558  0.158
4 N 1.189 1.024 -0.136  0.004
5 H 1.824 1.506 -2.177  0.082
6 H -0.974 0.785 -1.087  0.050
7 H -0.851 1.180 -2.833  0.094
8 H 2.169 1.286 1.515  0.099
9 H 2.368 2.738 -0.030  0.189
10 H 0.724 0.207 0.235  0.049
11 H 1.524 -1.323 1.898  0.148
12 H -0.094 -1.200 1.535  0.095
13 O 0.841 -1.055 1.156  -0.102
14 H -1.311 -3.594 1.313  0.046
15 H -1.348 -3.622 -0.284  0.064
16 O -1.144 -3.085 0.509  -0.070
17 H -2.259 1.024 0.778  0.092
18 H -3.213 -0.196 0.370  0.151
19 O -2.220 0.189 0.182  -0.168

Molecular weight (g/mol): 110.13
HOMO level (eV): -14.27
LUMO energy (eV): -4.3
Charge: +1

---

In kJ/mol, relative to the most stable structure: i 0.0; ii 238.2.

---

## i
A cluster of 2 separate species, C7H15IN2P in total. Source: OMol25; level of theory: ωB97M-V with the def2-TZVPD basis set.

Last column: Löwdin charge in e.
CARTESIAN COORDINATES (ANGSTROEM)
1 C 0.975 -1.318 -1.624  -0.213
2 C -0.450 -1.922 -1.658  -0.138
3 C 1.534 -1.225 -0.194  -0.124
4 C -1.302 -0.873 -0.832  -0.143
5 C 0.634 -0.392 0.769  -0.282
6 C -0.905 -0.678 0.609  -0.291
7 C -0.554 2.856 2.310  -0.202
8 N 0.793 1.025 0.577  -0.114
9 N -1.423 0.542 1.266  -0.130
10 P -0.639 1.898 0.711  1.027
11 I 1.487 1.491 -4.709  0.053
12 H 1.719 -1.983 -2.122  0.132
13 H 0.990 -0.264 -1.901  0.054
14 H -0.655 -2.015 -2.748  0.126
15 H -0.484 -2.884 -1.143  0.119
16 H 1.575 -2.177 0.120  0.081
17 H 2.455 -0.675 -0.236  0.115
18 H -1.228 0.174 -1.227  0.099
19 H -2.339 -1.164 -1.150  0.133
20 H 1.025 -0.459 1.778  0.152
21 H -1.145 -1.394 1.385  0.157
22 H -0.006 3.849 2.381  0.077
23 H 0.171 2.423 2.943  0.029
24 H -1.562 3.211 2.615  0.066
25 H 1.615 1.515 0.335  0.108
26 H -2.282 0.436 1.742  0.111

Molecular weight (g/mol): 285.09
HOMO level (spin up / spin down) (eV): -12.69 / -12.34
LUMO energy (spin up / spin down) (eV): -6.5 / -5.7
Charge: +1

---

## ii
A cluster of 2 separate species, C7H15IN2P in total. Source: OMol25; level of theory: ωB97M-V with the def2-TZVPD basis set.

Last column: Löwdin charge in e.
CARTESIAN COORDINATES (ANGSTROEM)
1 C 1.937 0.861 1.443  -0.198
2 C 1.870 1.924 0.325  -0.151
3 C 2.016 -0.456 0.729  -0.170
4 C 0.530 1.812 -0.577  -0.079
5 C 0.749 -0.806 -0.115  -0.290
6 C 0.377 0.334 -1.096  -0.312
7 C -2.761 -1.953 -0.475  -0.170
8 N -0.436 -1.180 0.634  -0.178
9 N -1.025 0.033 -1.315  -0.085
10 P -1.802 -0.532 0.187  1.010
11 I -6.414 0.144 0.250  0.054
12 H 2.851 0.976 2.145  0.154
13 H 1.098 0.754 2.102  0.096
14 H 2.180 2.875 0.762  0.113
15 H 2.621 1.731 -0.366  0.076
16 H 2.773 -0.331 -0.069  0.129
17 H 2.333 -1.212 1.423  0.112
18 H -0.311 2.027 0.098  0.099
19 H 0.504 2.412 -1.501  0.120
20 H 0.987 -1.809 -0.713  0.193
21 H 0.864 0.157 -2.012  0.140
22 H -3.500 -1.540 -1.131  0.031
23 H -3.350 -2.422 0.318  0.059
24 H -2.037 -2.601 -0.674  -0.001
25 H -0.437 -1.686 1.569  0.173
26 H -1.617 0.487 -1.939  0.080

Molecular weight (g/mol): 285.09
HOMO level (spin up / spin down) (eV): -13.03 / -12.67
LUMO energy (spin up / spin down) (eV): -6.5 / -6.0
Charge: +1

---

In kJ/mol, relative to the most stable structure: i 15.0; ii 0.0.

---

## i
An isolated molecule of C8H19NSi. Source: OMol25; level of theory: ωB97M-V with the def2-TZVPD basis set.

Last column: Löwdin charge in e.
CARTESIAN COORDINATES (ANGSTROEM)
1 C 0.338 0.393 -2.856  -0.184
2 Si -0.235 0.845 -1.125  0.502
3 C -2.109 0.604 -0.952  -0.165
4 C 0.089 2.686 -1.034  -0.180
5 N 0.831 -0.213 -0.088  -0.205
6 C 1.304 0.317 1.261  -0.205
7 C 0.277 -0.059 2.300  -0.219
8 C 0.074 -1.557 2.349  -0.218
9 C -0.288 -2.102 0.981  -0.191
10 C 0.726 -1.649 -0.088  -0.248
11 H 1.395 0.215 -3.087  0.040
12 H -0.141 -0.527 -3.110  0.005
13 H -0.070 1.154 -3.501  0.019
14 H -2.658 0.934 -1.841  0.035
15 H -2.424 1.236 -0.132  0.019
16 H -2.346 -0.417 -0.686  0.007
17 H -0.124 3.027 -0.020  0.025
18 H 1.135 2.872 -1.290  0.037
19 H -0.557 3.186 -1.732  0.027
20 H 2.286 -0.172 1.487  0.122
21 H 1.554 1.389 1.270  0.104
22 H -0.698 0.430 2.122  0.115
23 H 0.613 0.329 3.258  0.105
24 H -0.640 -1.902 3.127  0.118
25 H 1.010 -2.013 2.676  0.108
26 H -1.281 -1.740 0.716  0.089
27 H -0.323 -3.207 0.952  0.113
28 H 1.729 -2.047 0.143  0.118
29 H 0.533 -2.011 -1.098  0.106

Molecular weight (g/mol): 157.33
HOMO level (eV): -8.03
LUMO energy (eV): 1.0
Charge: 0
SMILES string: C[Si](C)(C)N1CCCCC1

---

## ii
An isolated molecule of C8H19NSi. Source: OMol25; level of theory: ωB97M-V with the def2-TZVPD basis set.

Last column: Löwdin charge in e.
CARTESIAN COORDINATES (ANGSTROEM)
1 C 1.768 -2.678 -2.214  -0.171
2 C 0.830 -1.670 -1.571  -0.320
3 Si 1.407 -1.018 0.120  0.645
4 N 2.790 -0.042 -0.315  -0.069
5 C 0.064 0.413 0.709  -0.437
6 C -0.234 1.519 -0.254  -0.197
7 C -1.192 2.569 0.461  -0.192
8 C -2.413 1.908 1.085  -0.252
9 C -1.997 0.701 1.933  -0.230
10 C -1.140 -0.345 1.198  -0.271
11 H 2.711 -2.284 -2.062  0.015
12 H 1.696 -3.577 -1.798  0.013
13 H 1.716 -2.726 -3.407  0.127
14 H -0.097 -2.083 -1.607  0.025
15 H 0.894 -0.892 -2.337  0.081
16 H 1.586 -1.896 1.128  -0.046
17 H 2.932 0.745 0.274  0.013
18 H 3.518 -0.499 -0.789  -0.002
19 H 0.728 0.780 1.622  0.129
20 H -0.684 0.894 -1.063  0.123
21 H 0.706 1.808 -0.581  0.065
22 H -1.661 3.289 -0.134  0.065
23 H -0.573 3.158 1.316  0.158
24 H -2.806 2.824 1.708  0.141
25 H -3.153 1.465 0.414  0.109
26 H -1.339 1.098 2.872  0.152
27 H -3.026 0.305 2.306  0.120
28 H -0.852 -1.319 1.784  0.131
29 H -1.507 -0.761 0.314  0.074

Molecular weight (g/mol): 157.33
HOMO level (eV): -8.75
LUMO energy (eV): 0.9
Charge: 0
SMILES string: CC[Si@@H](N)C1CCCCC1

---

In kJ/mol, relative to the most stable structure: i 0.0; ii 278.8.

---

## i
A structure of composition C3H8NO2P. Source: OMol25; level of theory: ωB97M-V with the def2-TZVPD basis set.

Last column: Löwdin charge in e.
CARTESIAN COORDINATES (ANGSTROEM)
1 C 1.026 0.572 0.434  -0.282
2 C 0.789 0.994 -1.016  -0.213
3 C -0.372 0.202 0.809  -0.374
4 N -0.434 -1.281 1.383  -0.013
5 O -0.562 -1.354 -1.604  -0.210
6 O -2.223 0.628 -1.468  -0.315
7 P -0.921 0.114 -1.013  0.624
8 H 1.847 -0.141 0.415  0.108
9 H 1.326 1.414 1.147  0.126
10 H 0.684 2.057 -1.297  0.086
11 H 1.592 0.671 -1.635  0.060
12 H -1.001 1.036 1.335  0.150
13 H -0.328 -1.133 2.357  0.030
14 H -0.081 -2.018 -0.957  0.135
15 H -1.344 -1.762 1.111  0.088

Molecular weight (g/mol): 121.08
HOMO level (eV): -9.88
LUMO energy (eV): 0.7
Charge: 0

---

## ii
An isolated molecule of C3H8NO2P. Source: OMol25; level of theory: ωB97M-V with the def2-TZVPD basis set.

Last column: Löwdin charge in e.
CARTESIAN COORDINATES (ANGSTROEM)
1 C -1.206 -2.502 -0.916  -0.031
2 N -0.207 -2.640 -0.134  -0.051
3 O 0.458 -1.553 0.356  -0.308
4 P -0.306 -0.012 0.578  0.625
5 C 1.031 0.562 1.846  -0.142
6 C -0.043 1.030 -0.971  -0.171
7 O -1.699 -0.153 1.116  -0.353
8 H -1.764 -3.318 -1.211  0.044
9 H -1.719 -1.666 -1.322  0.062
10 H 0.932 -0.370 2.521  0.078
11 H 1.949 0.528 1.141  0.075
12 H 0.630 1.456 2.166  -0.002
13 H -1.040 1.492 -1.172  0.054
14 H 0.725 1.883 -0.687  0.080
15 H 0.545 0.421 -1.666  0.040

Molecular weight (g/mol): 121.08
HOMO level (eV): -10.00
LUMO energy (eV): 0.7
Charge: 0
SMILES string: C=NOP(C)(C)=O

---

In kJ/mol, relative to the most stable structure: i 0.0; ii 173.1.

---

## i
A cluster of 2 separate species, C3H8NO2P in total. Source: OMol25; level of theory: ωB97M-V with the def2-TZVPD basis set.

Last column: Löwdin charge in e.
CARTESIAN COORDINATES (ANGSTROEM)
1 C 0.648 0.954 -1.575  0.016
2 C -0.253 0.203 -0.984  -0.200
3 C 0.073 -1.293 -0.915  -0.293
4 O -1.110 -2.046 -1.044  -0.048
5 H 0.596 1.988 -1.422  0.041
6 H 1.482 0.467 -2.059  0.068
7 H -1.046 0.500 -0.346  0.050
8 H 0.853 -1.504 -1.567  0.082
9 H 0.530 -1.503 0.144  0.101
10 H -1.691 -1.655 -1.627  0.039
11 N -0.151 1.337 1.992  -0.170
12 P -0.493 -0.315 2.159  0.746
13 O 0.800 -0.804 2.557  -0.467
14 H -0.724 2.064 1.902  -0.036
15 H 0.485 1.608 2.786  0.070

Molecular weight (g/mol): 121.08
HOMO level (eV): -9.81
LUMO energy (eV): 0.1
Charge: 0
SMILES string: C=CCO.NP=O

---

## ii
A cluster of 2 separate species, C3H8NO2P in total. Source: OMol25; level of theory: ωB97M-V with the def2-TZVPD basis set.

Last column: Löwdin charge in e.
CARTESIAN COORDINATES (ANGSTROEM)
1 C -1.517 0.052 0.836  -0.077
2 C -0.463 -0.451 -0.194  -0.314
3 C 0.904 -0.633 0.250  -0.015
4 N 3.081 1.212 0.704  -0.784
5 O 2.682 1.113 1.843  -0.023
6 O 4.012 0.626 0.172  -0.070
7 P 2.410 2.237 -0.494  0.941
8 H -1.877 -0.624 1.561  0.062
9 H -1.068 0.779 1.365  0.027
10 H -2.379 0.517 0.484  0.051
11 H -0.721 -1.442 -0.639  0.117
12 H -0.520 0.212 -1.022  0.083
13 H 1.277 -0.569 1.259  0.047
14 H 1.467 -1.323 -0.361  0.060
15 H 2.536 1.250 -1.549  -0.105

Molecular weight (g/mol): 121.08
HOMO level (spin up / spin down) (eV): -8.29 / -9.32
LUMO energy (spin up / spin down) (eV): -2.0 / -0.1
Charge: 0

---

In kJ/mol, relative to the most stable structure: i 0.0; ii 550.3.